Here is 9 unconnected molecules or ions with the total composition C68H83B2BrF8IN2O10S from OMol25. Energies are from wB97M-V/def2-TZVPD.

Geometry as XYZ:
```
176
Properties=species:S:1:pos:R:3:forces:R:3
C -0.745843 -1.125454 2.334316 0.019 -0.350 -0.446
C 0.375136 -1.145379 1.275027 -0.421 -0.268 0.570
C 0.812259 0.297548 1.004957 -0.289 -0.238 1.243
C 1.649496 0.749531 2.218297 0.213 0.464 -0.019
N 1.455699 0.598021 -0.358162 0.101 -1.000 -0.348
C 2.930759 0.217042 -0.388200 0.557 0.012 0.203
C 3.473801 -0.872882 0.536341 0.677 -0.134 0.376
C 4.714127 -1.537362 -0.089968 -0.587 -0.005 -0.013
O 5.582173 -1.988770 0.919705 0.187 0.308 -0.204
C 0.785701 -0.159952 -1.505459 -0.108 0.729 -0.477
S 1.279732 -1.889641 -1.914868 -0.279 -2.101 -0.442
C 2.588310 -1.777551 -3.109025 0.023 0.614 0.137
O 1.726791 -2.724828 -0.836749 0.342 0.769 0.343
O 0.176188 -2.416313 -2.660699 -0.243 0.462 -0.192
C -0.749232 0.107980 -1.637826 -0.577 -0.514 -0.160
Br -1.103515 0.206792 -3.617324 0.211 -0.038 -0.134
C -1.725180 -0.909306 -1.029802 -0.391 0.089 0.181
C -3.119074 -0.988293 -1.642391 -0.262 -0.403 0.656
C -4.074517 -1.653747 -0.642030 -0.117 0.208 0.165
O -5.432501 -1.338107 -0.899130 0.108 -0.501 -0.191
O -1.103337 1.321043 -1.096418 0.521 -0.118 0.792
C -0.202491 2.458423 -1.036327 -0.264 0.290 -0.397
C -0.384275 3.220713 -2.357762 -0.228 0.196 -0.329
N 0.135983 4.585240 -2.305932 0.049 -0.189 -0.093
B -1.006809 3.311254 0.089093 -0.213 0.192 0.640
O -0.932610 2.958350 1.435756 0.600 -0.474 -0.534
O -1.897578 4.263204 -0.284622 -0.056 -0.547 -0.667
C -3.281061 3.920173 -0.033243 0.090 0.660 0.473
C 1.305673 2.109377 -0.733385 -0.127 1.271 -0.311
C 1.865835 3.001521 0.359052 0.448 0.264 0.499
C 2.001743 4.503459 0.067953 0.103 0.363 0.512
C 3.218372 5.066671 0.793147 0.153 -0.406 -0.491
I 3.105539 4.769408 2.904450 -0.028 0.188 -0.003
O 1.983425 2.373811 -1.927340 -0.362 -1.263 -0.168
B 3.235110 2.463235 -2.493670 0.671 0.504 -0.004
O 4.408560 2.618047 -1.807702 -0.274 0.172 0.001
O 3.322725 2.496132 -3.861202 0.173 -0.333 0.303
H -0.355372 -0.988794 3.337413 -0.042 0.224 0.111
H -1.242209 -2.094171 2.302168 -0.013 -0.090 0.159
H -1.513570 -0.388017 2.105725 0.016 0.210 0.164
H -0.004542 -1.710124 0.438307 0.145 0.204 -0.258
H 1.163150 -1.745553 1.718945 0.236 0.040 -0.240
H -0.108017 0.867871 1.076301 0.077 0.294 -0.716
H 2.613633 1.165923 1.962326 0.129 -0.027 0.005
H 1.142916 1.535645 2.772348 -0.195 -0.017 0.012
H 1.833477 -0.065826 2.903158 0.010 -0.259 0.018
H 3.218542 0.031107 -1.418554 -0.394 -0.162 -0.103
H 3.518867 1.093831 -0.165209 -0.224 0.237 0.191
H 2.802406 -1.660767 0.837988 -0.256 0.090 -0.214
H 3.849999 -0.425460 1.452962 -0.082 0.138 0.034
H 4.373267 -2.369412 -0.707551 0.112 -0.028 -0.212
H 5.236846 -0.817947 -0.724051 0.258 -0.001 0.032
H 5.398123 -2.910810 1.096771 -0.036 -0.298 0.203
H 1.169622 0.315439 -2.409679 0.295 0.216 0.209
H 3.512028 -1.385404 -2.699011 0.088 -0.059 -0.002
H 2.228614 -1.178561 -3.941436 -0.009 0.006 -0.115
H 2.728561 -2.806781 -3.422132 -0.053 -0.144 -0.008
H -1.329853 -1.916120 -0.984669 0.182 -0.064 -0.201
H -1.876410 -0.577338 -0.002942 0.199 0.064 0.067
H -3.115021 -1.623230 -2.519993 0.024 0.330 -0.416
H -3.524306 0.000257 -1.853638 0.144 0.137 -0.268
H -3.829897 -1.364231 0.386681 0.117 0.062 0.058
H -3.993652 -2.736624 -0.699906 -0.004 -0.108 -0.010
H -5.507174 -0.388020 -0.965514 -0.124 0.355 0.008
H -1.459480 3.245908 -2.497516 -0.112 0.002 -0.002
H -0.004516 2.683065 -3.218144 0.225 -0.135 0.084
H -0.611336 5.229613 -2.516490 -0.100 0.129 0.099
H 0.827769 4.710076 -3.032753 0.069 0.019 -0.030
H -0.636711 3.692974 1.974969 -0.465 0.309 0.449
H -3.548646 4.249661 0.966820 -0.097 -0.093 0.106
H -3.894889 4.462199 -0.739905 0.053 0.016 -0.193
H -3.462259 2.852415 -0.129273 0.051 -0.108 -0.059
H 2.851124 2.670146 0.686405 0.153 -0.187 -0.307
H 1.288543 2.923922 1.265930 -0.194 -0.257 -0.035
H 2.069252 4.781902 -0.978049 -0.011 -0.234 -0.099
H 1.137849 5.034901 0.469716 -0.217 0.020 -0.294
H 3.383751 6.111199 0.556210 -0.184 0.180 0.328
H 4.118090 4.541381 0.473027 0.119 -0.009 0.126
H 4.282902 2.884922 -0.895573 0.127 0.039 0.202
H 3.074051 1.682001 -4.298176 -0.341 0.064 -0.357
F -2.542111 4.530926 -4.128878 -0.017 0.049 0.013
C -3.139854 3.877750 -5.157816 -0.102 -0.085 -0.092
C -2.455067 3.745268 -6.346245 0.110 -0.002 0.040
C -3.072537 3.075972 -7.393170 -0.071 -0.040 0.026
C -4.353152 2.562454 -7.238350 0.000 -0.021 -0.023
C -5.019278 2.713075 -6.030006 0.052 -0.011 -0.040
C -4.409633 3.373419 -4.972703 -0.066 0.000 0.146
H -1.462824 4.155897 -6.447326 0.018 0.042 0.014
H -2.549139 2.957283 -8.332949 0.015 0.022 -0.010
H -4.831513 2.045745 -8.058935 -0.010 0.000 -0.007
H -6.018197 2.317228 -5.908105 -0.011 -0.007 0.013
H -4.907972 3.497620 -4.020045 0.003 0.034 -0.011
F 2.839723 -1.899845 4.026464 -0.040 0.039 -0.018
C 3.403878 -3.095309 3.723418 0.053 -0.113 -0.045
C 4.771529 -3.229579 3.834119 0.119 0.140 0.064
C 5.345417 -4.452989 3.520285 -0.058 -0.033 -0.052
C 4.550474 -5.509296 3.094919 0.008 -0.027 -0.046
C 3.176782 -5.344554 2.986957 0.064 0.009 -0.010
C 2.590326 -4.127535 3.306423 -0.143 0.045 -0.044
H 5.372117 -2.390541 4.160345 -0.025 0.010 -0.015
H 6.415270 -4.581332 3.612038 0.017 0.006 0.020
H 5.001805 -6.461425 2.853038 0.001 -0.015 0.015
H 2.556143 -6.165976 2.656486 -0.019 -0.009 0.013
H 1.519833 -3.981158 3.239819 0.003 0.004 0.023
F 0.323942 4.744652 -7.556371 0.115 0.034 -0.022
C 0.600747 4.167711 -8.750437 0.001 -0.054 -0.088
C 0.821476 2.806976 -8.793531 -0.015 -0.090 0.115
C 1.095639 2.218060 -10.019600 -0.001 0.053 -0.038
C 1.151055 2.992001 -11.169818 0.005 -0.016 -0.031
C 0.927139 4.359891 -11.096433 0.006 -0.071 0.021
C 0.644467 4.959467 -9.878037 -0.025 0.149 0.000
H 0.776542 2.224748 -7.882405 -0.020 0.018 0.007
H 1.265476 1.151468 -10.075488 0.008 -0.014 0.009
H 1.367691 2.529305 -12.122619 0.002 0.000 -0.010
H 0.972218 4.965148 -11.991187 -0.012 0.016 -0.008
H 0.459358 6.022022 -9.798522 0.009 -0.002 0.021
F -3.064938 -7.436545 -0.604309 0.090 0.063 -0.022
C -3.036193 -6.406437 -1.476869 -0.011 0.098 -0.049
C -1.814567 -5.978771 -1.956996 0.100 -0.036 0.059
C -1.787155 -4.921351 -2.853895 -0.091 -0.011 -0.015
C -2.969274 -4.310752 -3.250458 0.000 0.047 -0.015
C -4.185212 -4.757557 -2.750517 0.062 0.020 -0.013
C -4.226759 -5.817380 -1.855572 -0.107 -0.052 0.069
H -0.906754 -6.466917 -1.628581 -0.017 -0.034 -0.005
H -0.843773 -4.571412 -3.244732 0.031 -0.004 0.011
H -2.940357 -3.486828 -3.951669 0.001 -0.016 -0.041
H -5.107255 -4.280189 -3.054870 -0.018 -0.008 0.005
H -5.164812 -6.182417 -1.458224 0.004 0.008 0.018
F -6.091172 4.422992 0.328829 -0.106 -0.023 0.003
C -6.436298 5.424847 1.175501 -0.030 0.087 0.069
C -7.088162 5.108380 2.348424 -0.019 -0.153 0.042
C -7.433111 6.137646 3.211799 0.027 0.064 -0.035
C -7.129817 7.453200 2.889693 -0.008 0.021 0.026
C -6.475375 7.742946 1.701064 -0.023 -0.032 0.053
C -6.118926 6.722000 0.831896 0.088 0.024 -0.124
H -7.320876 4.076669 2.575251 0.006 -0.003 -0.017
H -7.941589 5.909904 4.138439 -0.018 -0.014 0.004
H -7.404796 8.251787 3.564617 -0.005 0.009 0.003
H -6.242315 8.767526 1.445919 0.014 0.010 -0.010
H -5.604842 6.924916 -0.098280 -0.025 -0.013 -0.013
F -7.507913 -7.557661 -0.621750 0.008 0.007 0.003
C -7.041963 -8.573426 0.140617 0.023 -0.074 0.056
C -5.735372 -8.979259 -0.027918 -0.011 -0.001 -0.068
C -5.254273 -10.015394 0.757800 -0.071 -0.026 0.054
C -6.082601 -10.630833 1.685969 0.015 -0.019 0.025
C -7.395941 -10.205237 1.832413 0.073 -0.001 -0.025
C -7.885870 -9.163712 1.058054 -0.135 0.043 0.027
H -5.112706 -8.492993 -0.760412 0.025 -0.003 -0.034
H -4.229339 -10.341247 0.642823 0.012 0.001 -0.022
H -5.705307 -11.441385 2.294380 -0.003 -0.009 0.005
H -8.044193 -10.685634 2.552471 -0.014 0.005 0.012
H -8.903311 -8.811425 1.160105 0.001 0.004 -0.024
F 4.982104 -5.816577 6.739278 0.000 -0.003 -0.016
C 4.685260 -4.951825 7.732782 -0.030 0.057 0.069
C 4.146207 -5.438676 8.905518 -0.032 -0.136 0.027
C 3.848297 -4.541998 9.921272 0.020 0.068 -0.039
C 4.083428 -3.184438 9.750959 -0.020 0.013 0.027
C 4.622989 -2.719487 8.559922 -0.031 -0.041 0.051
C 4.931592 -3.608341 7.540673 0.054 0.086 -0.115
H 3.966396 -6.499453 9.015505 0.019 -0.004 -0.013
H 3.431422 -4.906838 10.850007 -0.011 -0.016 0.005
H 3.847124 -2.490829 10.546191 0.002 0.007 0.006
H 4.805612 -1.662012 8.421808 0.024 0.009 -0.004
H 5.360101 -3.270868 6.607434 0.000 -0.022 -0.009
F 5.733800 1.499587 7.584825 -0.003 -0.002 -0.002
C 6.041825 2.680031 7.008467 0.015 0.074 -0.029
C 5.810848 2.840311 5.657831 -0.083 -0.091 -0.119
C 6.124348 4.056168 5.067491 0.094 0.001 0.122
C 6.666186 5.084039 5.825983 -0.001 0.025 0.002
C 6.892929 4.895371 7.182526 -0.034 -0.020 -0.059
C 6.576816 3.686557 7.785699 0.026 0.000 0.127
H 5.393171 2.022887 5.084290 0.001 -0.010 0.023
H 5.945726 4.197649 4.012186 0.036 -0.006 -0.039
H 6.910519 6.029707 5.361684 0.012 0.005 0.000
H 7.318409 5.692451 7.776502 -0.002 0.006 0.021
H 6.739602 3.521420 8.841952 0.005 -0.023 -0.005
```
Forces are in eV/Å.

HOMO, eV: -10.28
Spin multiplicity: 1
Total charge: +1
Total energy, eV: -207385.0915
Max |F|, eV Å⁻¹: 2.165
Gap between HOMO and LUMO, eV: 8.149
LUMO level, eV: -2.129